1.
Formula: C28H70FI2N5O6SbSi
Source: the Open Molecules 2025 dataset
Level of theory: ωB97M-V/def2-TZVPD

```
114
Properties=species:S:1:pos:R:3
I -1.1320 -1.4441 3.9500
I -2.3059 1.7864 2.2867
Sb -1.0128 -1.4507 0.1763
Si -0.7668 -3.9024 0.9698
F -4.8488 1.5551 -0.4467
O -1.6395 1.8307 -2.6839
O -3.8619 -1.7371 1.6165
O -0.9629 -2.0937 10.1627
O -6.0463 0.0128 0.5747
O 4.4797 -3.7717 -4.9939
O 1.6048 4.9597 2.0741
N 0.2652 5.2487 -0.4492
N -3.1802 2.3127 -5.0959
N -1.8414 -2.4462 7.3961
N 5.5850 -1.1639 -5.6503
N -4.0068 -0.5292 -0.3619
C -0.4328 -5.0318 -0.5205
C -0.4965 -0.8003 10.4871
C -2.6845 -1.7844 8.3901
C -3.2549 -1.2856 0.6924
C 0.2805 6.3559 0.5107
C 0.4564 -1.2506 -3.3512
C 5.9823 -2.6091 -7.5679
C -0.3060 -0.5755 2.1647
C 5.8644 -3.6032 -5.2036
C -2.3362 -2.1787 9.8310
C -5.0462 0.2723 0.0003
C 0.5062 5.8394 1.9338
C -2.6542 -0.2811 8.1287
C 6.2414 -2.4009 -6.0789
C -3.1209 3.3059 -4.0183
C 0.6920 -2.5640 -4.0838
C 0.5524 1.6146 1.1878
C -1.0001 -1.0012 -2.9411
C -2.1934 4.4426 -4.4375
C -0.3870 2.4825 -2.6045
C -1.5698 -2.0088 -1.9132
C -0.3295 0.9430 2.2631
C 1.2626 7.4282 0.0489
C -2.2208 -4.6724 1.8923
C 3.7773 -4.4353 -6.0252
C 0.8079 -4.0526 2.0300
C -2.7691 2.6778 -2.6652
C 2.8647 5.5768 2.2267
H -0.3749 5.2472 2.1933
H 1.1166 -1.1688 -2.4872
H -1.5990 -1.0899 -3.8580
H 5.8556 -0.9474 -4.6958
H 0.8737 7.9353 -0.8341
H 6.3046 -3.6006 -7.8928
H -1.1954 -2.9973 -2.1842
H 1.3964 -3.1348 2.0411
H -2.5986 -3.2309 9.9696
H 4.3863 -5.2211 -6.4843
H -0.1508 -6.0078 -0.1168
H 0.7417 -0.4380 -4.0319
H -0.4763 4.6027 -0.1904
H -1.2451 4.0648 -4.8202
H 2.2265 6.9983 -0.2250
H -1.2751 -5.1181 -1.2041
H -0.1841 -0.2447 9.5999
H -1.9808 5.1105 -3.6004
H -1.1005 0.0240 -2.5746
H -2.6544 5.0263 -5.2349
H 4.9256 -2.4956 -7.8100
H -2.9312 -1.5951 10.5481
H 0.5310 -4.3165 3.0520
H 0.0007 2.7466 -3.5928
H -1.2597 -0.2241 11.0203
H 1.2578 0.8874 0.7852
H -0.7193 6.8015 0.5063
H -4.1258 3.7261 -3.9065
H 3.4418 -3.7388 -6.7979
H -2.1207 -5.7650 1.8686
H -3.1502 -4.4344 1.3706
H -3.1303 0.2745 8.9403
H -1.1576 0.2287 -0.3641
H 6.3043 -4.5293 -5.6006
H -1.9540 -3.4537 7.4570
H -3.1807 -0.0553 7.2024
H -2.6508 3.4499 -1.8924
H 2.7880 6.5023 2.8074
H 3.3328 5.7967 1.2632
H 6.2878 -3.4422 -4.2087
H -2.3060 1.7930 -5.0828
H 3.5066 4.8791 2.7645
H -3.8896 1.6207 -4.8733
H 2.8945 -4.8900 -5.5774
H 0.1779 -2.6057 -5.0471
H 0.7540 -0.8362 2.2138
H 0.0716 1.2352 3.2334
H 1.4286 8.1760 0.8273
H -3.7119 -2.1244 8.2232
H 0.3105 1.7818 -2.1426
H -3.3590 -0.0518 -0.9807
H -1.6341 0.0849 8.0110
H -0.8678 -2.2754 7.6330
H -2.6540 -2.0370 -2.0511
H 0.7119 -1.5067 -0.2921
H 1.0861 2.4577 1.6311
H 0.5817 6.6575 2.6638
H 0.4412 -4.6384 -1.0483
H -3.6025 2.0417 -2.3560
H 0.3976 -3.4344 -3.4948
H -0.0575 2.0110 0.3789
H 1.1208 4.7126 -0.3238
H 4.5844 -1.3384 -5.5992
H -0.4443 3.3841 -1.9894
H 1.4464 -4.8559 1.6497
H 7.3198 -2.2590 -5.9506
H 1.7624 -2.6895 -4.2789
H 0.3702 -0.9197 11.1376
H -2.3016 -4.3628 2.9322
H 6.5276 -1.8654 -8.1486
```

## Properties
**DFT total energy**: -83238.2273 eV
**Spin multiplicity**: 1
**Highest occupied orbital energy**: -4.1 eV
**Charge**: -1

2.
Formula: C9H21CoI2O3P2
Source: the Open Molecules 2025 dataset
Level of theory: ωB97M-V/def2-TZVPD

```
38
Properties=species:S:1:pos:R:3
I 1.9575 -1.2803 1.8430
I -0.6285 -0.0729 -2.0900
Co 0.4833 -0.3657 0.0692
P -0.5334 -2.5760 -0.1662
P 1.9041 1.4968 -0.1537
O -1.7974 3.6185 -0.6238
O -1.0684 2.3017 1.0174
O -1.3482 0.1438 2.3614
C 0.5389 -3.9883 0.2989
C 3.6990 1.1678 0.0182
C -2.0168 2.7152 0.1986
C 1.6871 2.9549 0.9200
C -0.7809 0.4390 1.3885
C -1.2891 -3.2497 -1.7049
C -3.3564 2.0542 0.3058
C -1.9329 -2.7061 1.0018
C 1.8093 2.3305 -1.7859
H 3.9725 0.3042 -0.5927
H 0.8029 3.5075 0.5717
H -2.1922 -2.6881 -1.9610
H -3.7193 2.1210 1.3399
H 0.0390 -4.9380 0.0657
H 1.9144 1.5789 -2.5744
H -1.5361 -4.3064 -1.5382
H 0.7660 -3.9281 1.3678
H -4.0515 2.5581 -0.3662
H 2.6010 3.0876 -1.8673
H -0.5760 -3.1664 -2.5306
H 0.8215 2.8004 -1.8520
H -1.5656 -2.5292 2.0183
H -2.6772 -1.9422 0.7484
H 4.2613 2.0459 -0.3177
H -2.3881 -3.7024 0.9317
H 2.5920 3.5839 0.8936
H -3.3007 0.9906 0.0291
H 1.4719 -3.9185 -0.2695
H 3.9337 0.9501 1.0631
H 1.5032 2.6076 1.9419
```

## Properties
**DFT total energy**: -88204.1179 eV
**<S²>**: 6.07
**Spin multiplicity**: 5
**Highest occupied orbital energy (alpha / beta)**: -16.1 / -16.3 eV
**Charge**: +2

3.
Formula: C35H41AsF9IrNOPSi2
Source: the Open Molecules 2025 dataset
Level of theory: ωB97M-V/def2-TZVPD

```
92
Properties=species:S:1:pos:R:3
Ir 0.3864 0.1063 0.3070
As 2.6706 0.3583 -0.4664
P -0.0807 0.1045 2.6954
Si 3.8857 2.1476 0.6500
Si 4.3669 -1.2722 -1.2085
F -5.1640 -3.9154 4.5727
F 4.3163 -4.2056 5.3467
F -1.3533 6.0271 5.5111
F -5.9074 -1.9383 5.0679
F 0.7952 6.2226 5.2789
F -6.1283 -2.7050 3.0520
F 5.3000 -2.3585 5.9122
F -0.0241 5.2142 7.0157
F 5.5475 -3.1518 3.9057
O -1.1539 -1.6513 -0.2174
N -0.9532 1.7858 -0.4091
C -0.1560 4.0877 4.9616
C 1.8369 -1.8525 2.7237
C 2.9220 -1.1867 5.1919
C 4.6677 -2.9869 4.9184
C 5.2624 -0.4276 -2.6189
C -5.3060 -2.6689 4.1136
C -3.9925 -0.9103 2.9442
C -1.5920 -1.9414 3.9230
C -2.7932 -2.5641 4.2341
C -2.8970 3.5855 -1.1942
C 2.6439 3.5689 0.5131
C 3.4641 -2.2132 4.4369
C 5.4531 2.5463 -0.2968
C 3.3629 -2.7549 -1.7719
C -1.2109 1.9770 4.5074
C -3.9816 -2.0467 3.7461
C -2.3889 -1.1829 -0.8013
C 0.8829 3.7802 4.0940
C 1.2900 -0.8042 3.4693
C -1.1931 3.1914 5.1755
C 1.8262 -0.4827 4.7098
C -0.1790 5.4049 5.6991
C 5.3835 -1.5624 0.3441
C -1.2239 0.4156 -2.4087
C -1.5887 1.6140 -1.5807
C -2.2314 3.7535 0.0141
C -0.1782 1.6613 3.6297
C -2.7972 -0.2895 2.6387
C 4.2577 1.5437 2.3996
C 0.8646 2.5671 3.4295
C -1.2683 2.8335 0.3673
C -2.5720 2.5036 -1.9939
C -1.5934 -0.7951 3.1383
C -2.2260 -0.7371 -2.2477
C 2.9147 -2.5670 3.2086
H -0.9199 -2.4999 -0.6154
H -2.7934 0.6075 2.0258
H 1.3999 0.3172 5.3017
H 2.7566 4.2960 1.3204
H -0.6647 -2.3498 4.3025
H -0.2217 0.0712 -2.1163
H 4.2527 2.3870 3.0949
H -4.9301 -0.5249 2.5659
H 3.3426 -3.3876 2.6473
H 6.0893 -1.0532 -2.9634
H 2.8018 -3.2060 -0.9516
H 2.6638 -2.4747 -2.5614
H 3.3614 -0.9276 6.1457
H -1.8969 -1.5793 -2.8611
H 6.1962 1.7516 -0.2219
H 5.2473 2.7439 -1.3494
H -2.8044 -3.4515 4.8520
H 5.2487 1.0892 2.4427
H -3.1421 -1.9676 -0.7244
H 1.6163 3.2046 0.5207
H 5.9306 -2.5044 0.2575
H -3.6502 4.2953 -1.5091
H 6.1186 -0.7692 0.4917
H 4.0281 -3.5208 -2.1781
H 5.8958 3.4506 0.1286
H 1.6888 4.4861 3.9467
H 4.7591 -1.6214 1.2372
H -2.4559 4.5813 0.6713
H -3.0668 2.3426 -2.9425
H -2.0237 1.2877 4.6868
H -1.9864 3.4459 5.8667
H -1.1680 0.6998 -3.4597
H -2.7090 -0.3489 -0.1761
H 3.5343 0.8057 2.7532
H -3.2093 -0.4381 -2.6165
H -0.7185 2.9376 1.2946
H 1.6671 2.3077 2.7484
H 5.6782 0.5349 -2.3251
H 2.8075 4.0958 -0.4288
H 1.4033 -2.1081 1.7592
H 4.5924 -0.2653 -3.4643
```

## Properties
**DFT total energy**: -153665.9288 eV
**<S²>**: 6.01
**Spin multiplicity**: 5
**Highest occupied orbital energy (alpha / beta)**: -13.2 / -14.8 eV
**Charge**: +2

4.
Formula: C28H30B2ClF4N7O8Ti
Source: the Open Molecules 2025 dataset
Level of theory: ωB97M-V/def2-TZVPD

```
81
Properties=species:S:1:pos:R:3
Ti 0.6560 -1.8926 1.6958
Cl 2.2618 -3.2389 -0.2114
F 4.1962 -0.5102 3.5573
F 4.1582 -1.7481 1.6118
F -0.0363 -5.2143 -0.8253
F -2.1043 -4.2120 -1.1848
O -1.1528 -4.0949 0.9051
O 0.0136 -1.5638 3.8121
O -0.1974 -2.8830 -1.1702
O 2.1012 3.1968 -2.3106
O 2.0906 -0.4642 2.1424
O -3.1790 -0.8505 1.4942
O -0.9813 -1.1654 1.6017
O 2.9487 -2.4519 3.5471
N 0.0180 -0.0588 -1.5120
N 1.3073 5.1374 -3.1650
N -0.1422 3.3792 -2.7402
N -0.0404 -3.8631 1.6363
N 0.6750 -2.2097 -0.4816
N 1.7176 -0.5435 0.8626
N 1.9369 -3.0724 2.8819
C 1.7576 -1.4051 -2.6284
C -1.6473 7.6924 -4.7755
C 0.2923 5.9871 -3.7067
C 1.1675 3.8743 -2.7226
C -1.8546 1.9064 -1.8969
C -0.5165 2.1567 -2.2321
C 0.3898 1.1261 -2.0513
C 2.1615 -0.2959 -0.2974
C 2.3516 -5.1029 4.1860
C -1.4241 6.4299 -5.3244
C 0.4002 -4.7448 2.4568
C -2.2500 -1.2858 2.1014
C -1.1965 -2.1371 4.2277
C 1.6137 -4.2680 3.2092
C -0.1864 -6.0862 2.6640
C -1.2660 -2.8036 5.4333
C 1.1824 -1.0040 -1.2879
C -2.6900 8.6037 -5.3576
C -0.4527 5.5865 -4.8120
C -1.2615 -0.3025 -1.1835
C -3.5150 -2.5582 3.8114
C 0.0907 7.2407 -3.1504
C -2.4818 -3.3543 5.8239
C 3.3397 0.5280 -0.6401
C -2.3084 -2.0009 3.3984
C -0.8673 8.0845 -3.6925
C -2.2125 0.6798 -1.3871
C -3.6030 -3.2374 5.0148
B -0.9175 -4.2145 -0.5611
B 3.6208 -1.4105 2.7894
H 3.0356 1.4776 -1.0925
H -2.7168 9.5587 -4.8369
H 2.8134 -4.4825 4.9507
H -2.5482 -3.8703 6.7723
H -3.2322 0.4585 -1.1079
H -1.0113 -6.2517 1.9786
H -0.8763 4.0382 -2.9616
H -3.6812 8.1533 -5.2917
H 0.9765 -1.8760 -3.2231
H 3.9660 -0.0050 -1.3583
H -4.5447 -3.6657 5.3269
H 3.1541 -5.6336 3.6646
H 1.7001 -5.8448 4.6414
H -0.2393 4.6384 -5.2914
H -1.0133 9.0659 -3.2597
H 0.6799 7.5546 -2.2980
H -4.3773 -2.4433 3.1683
H 2.1314 -0.5327 -3.1600
H -1.9976 6.1157 -6.1879
H -2.4891 8.7974 -6.4117
H 1.4187 1.2634 -2.3217
H -2.6005 2.6799 -2.0331
H 2.2322 5.5147 -3.0228
H 0.5764 -6.8525 2.5113
H 0.6457 -1.5428 4.5452
H 2.5789 -2.1044 -2.5007
H -1.5263 -1.2608 -0.7837
H 3.9183 0.7360 0.2573
H -0.5421 -6.1745 3.6937
H -0.3954 -2.8721 6.0766
```

## Properties
**DFT total energy**: -104187.8372 eV
**Spin multiplicity**: 1
**Highest occupied orbital energy**: -13.0 eV
**Charge**: +2

5.
Formula: C2H9NO4
Source: the Open Molecules 2025 dataset
Level of theory: ωB97M-V/def2-TZVPD

```
16
Properties=species:S:1:pos:R:3
O -1.0540 -0.2672 -0.2601
O 0.7337 -0.7488 0.9958
O 0.0664 3.1262 -0.4882
O -1.6991 2.1861 1.8386
N 1.8952 -2.1710 -1.1211
C 0.0881 -0.9479 0.0094
C 0.4350 -2.0461 -0.9623
H 2.1282 -3.1524 -1.1624
H -1.7734 1.8586 2.7439
H -0.5040 2.7394 0.1854
H 0.0094 -1.8275 -1.9430
H -2.4670 2.7614 1.7428
H -0.8713 0.6798 -0.1426
H -0.1053 -2.9122 -0.5651
H 2.3046 -1.8100 -0.2681
H 0.8137 2.5317 -0.6030
```

## Properties
**DFT total energy**: -11900.0994 eV
**Spin multiplicity**: 1
**Highest occupied orbital energy**: -9.9 eV
**SMILES string**: NCC(=O)O.O.O
**Charge**: 0

Please write out number 4 again, unchanged.
Formula: C28H30B2ClF4N7O8Ti
Source: the Open Molecules 2025 dataset
Level of theory: ωB97M-V/def2-TZVPD

```
81
Properties=species:S:1:pos:R:3
Ti 0.6560 -1.8926 1.6958
Cl 2.2618 -3.2389 -0.2114
F 4.1962 -0.5102 3.5573
F 4.1582 -1.7481 1.6118
F -0.0363 -5.2143 -0.8253
F -2.1043 -4.2120 -1.1848
O -1.1528 -4.0949 0.9051
O 0.0136 -1.5638 3.8121
O -0.1974 -2.8830 -1.1702
O 2.1012 3.1968 -2.3106
O 2.0906 -0.4642 2.1424
O -3.1790 -0.8505 1.4942
O -0.9813 -1.1654 1.6017
O 2.9487 -2.4519 3.5471
N 0.0180 -0.0588 -1.5120
N 1.3073 5.1374 -3.1650
N -0.1422 3.3792 -2.7402
N -0.0404 -3.8631 1.6363
N 0.6750 -2.2097 -0.4816
N 1.7176 -0.5435 0.8626
N 1.9369 -3.0724 2.8819
C 1.7576 -1.4051 -2.6284
C -1.6473 7.6924 -4.7755
C 0.2923 5.9871 -3.7067
C 1.1675 3.8743 -2.7226
C -1.8546 1.9064 -1.8969
C -0.5165 2.1567 -2.2321
C 0.3898 1.1261 -2.0513
C 2.1615 -0.2959 -0.2974
C 2.3516 -5.1029 4.1860
C -1.4241 6.4299 -5.3244
C 0.4002 -4.7448 2.4568
C -2.2500 -1.2858 2.1014
C -1.1965 -2.1371 4.2277
C 1.6137 -4.2680 3.2092
C -0.1864 -6.0862 2.6640
C -1.2660 -2.8036 5.4333
C 1.1824 -1.0040 -1.2879
C -2.6900 8.6037 -5.3576
C -0.4527 5.5865 -4.8120
C -1.2615 -0.3025 -1.1835
C -3.5150 -2.5582 3.8114
C 0.0907 7.2407 -3.1504
C -2.4818 -3.3543 5.8239
C 3.3397 0.5280 -0.6401
C -2.3084 -2.0009 3.3984
C -0.8673 8.0845 -3.6925
C -2.2125 0.6798 -1.3871
C -3.6030 -3.2374 5.0148
B -0.9175 -4.2145 -0.5611
B 3.6208 -1.4105 2.7894
H 3.0356 1.4776 -1.0925
H -2.7168 9.5587 -4.8369
H 2.8134 -4.4825 4.9507
H -2.5482 -3.8703 6.7723
H -3.2322 0.4585 -1.1079
H -1.0113 -6.2517 1.9786
H -0.8763 4.0382 -2.9616
H -3.6812 8.1533 -5.2917
H 0.9765 -1.8760 -3.2231
H 3.9660 -0.0050 -1.3583
H -4.5447 -3.6657 5.3269
H 3.1541 -5.6336 3.6646
H 1.7001 -5.8448 4.6414
H -0.2393 4.6384 -5.2914
H -1.0133 9.0659 -3.2597
H 0.6799 7.5546 -2.2980
H -4.3773 -2.4433 3.1683
H 2.1314 -0.5327 -3.1600
H -1.9976 6.1157 -6.1879
H -2.4891 8.7974 -6.4117
H 1.4187 1.2634 -2.3217
H -2.6005 2.6799 -2.0331
H 2.2322 5.5147 -3.0228
H 0.5764 -6.8525 2.5113
H 0.6457 -1.5428 4.5452
H 2.5789 -2.1044 -2.5007
H -1.5263 -1.2608 -0.7837
H 3.9183 0.7360 0.2573
H -0.5421 -6.1745 3.6937
H -0.3954 -2.8721 6.0766
```

## Properties
**DFT total energy**: -104187.8372 eV
**Spin multiplicity**: 1
**Highest occupied orbital energy**: -13.0 eV
**Charge**: +2

Copy entry 5 word for word.
Formula: C2H9NO4
Source: the Open Molecules 2025 dataset
Level of theory: ωB97M-V/def2-TZVPD

```
16
Properties=species:S:1:pos:R:3
O -1.0540 -0.2672 -0.2601
O 0.7337 -0.7488 0.9958
O 0.0664 3.1262 -0.4882
O -1.6991 2.1861 1.8386
N 1.8952 -2.1710 -1.1211
C 0.0881 -0.9479 0.0094
C 0.4350 -2.0461 -0.9623
H 2.1282 -3.1524 -1.1624
H -1.7734 1.8586 2.7439
H -0.5040 2.7394 0.1854
H 0.0094 -1.8275 -1.9430
H -2.4670 2.7614 1.7428
H -0.8713 0.6798 -0.1426
H -0.1053 -2.9122 -0.5651
H 2.3046 -1.8100 -0.2681
H 0.8137 2.5317 -0.6030
```

## Properties
**DFT total energy**: -11900.0994 eV
**Spin multiplicity**: 1
**Highest occupied orbital energy**: -9.9 eV
**SMILES string**: NCC(=O)O.O.O
**Charge**: 0

> DFT total energy of number 1 (C28H70FI2N5O6SbSi)?

-83238.2273 eV

> Look up the charge of the third one.

+2